A molecular structure, C5H8NO, computed with the ωB97M-V functional and the def2-TZVPD basis.

Geometry as XYZ:
```
15
Properties=species:S:1:pos:R:3:forces:R:3:mulliken_charge:R:1
C -0.271 0.037 1.584 -0.53 1.12 -2.22 0.01
C -1.444 -0.829 1.657 -0.31 0.10 1.86 -0.28
C 0.283 1.942 -2.079 0.26 1.53 -5.16 -0.23
C 0.407 0.344 -0.246 -0.55 -3.39 1.08 0.19
C 1.041 -1.034 -0.394 0.31 1.20 -1.52 -1.09
N 0.302 1.014 -1.291 -0.13 -0.25 3.86 0.08
O -1.393 0.668 1.875 -0.35 -0.98 0.35 -0.32
H -1.947 -1.117 0.784 -0.49 -0.02 -1.34 0.28
H -1.792 -1.487 2.538 1.22 1.47 -1.09 0.26
H 1.191 2.574 -2.365 -1.27 -0.58 1.14 0.29
H -0.501 1.857 -2.900 0.69 0.59 1.22 0.27
H 0.617 0.072 2.170 0.67 0.19 0.28 0.45
H 1.241 -1.313 0.608 1.00 -0.88 0.56 0.37
H 1.894 -0.953 -1.104 -0.18 -0.32 0.88 0.37
H 0.372 -1.773 -0.838 -0.31 0.23 0.11 0.34
```
Forces are in eV/Å.

As for the net charge: +1. Its energy above the lowest of the compared OMol25 structures with the same formula, charge and spin is 434.6 kJ/mol. The highest occupied orbital energy comes out at -14.650 eV. The lowest unoccupied orbital energy is -4.880 eV.

A molecular structure, C6H8N2, computed with the ωB97M-V functional and the def2-TZVPD basis.

Geometry as XYZ:
```
16
Properties=species:S:1:pos:R:3:forces:R:3:mulliken_charge:R:1
C 1.506 0.656 -0.673 -0.99 1.07 -0.49 -0.59
C 0.080 0.744 -1.410 1.96 -4.72 -0.05 -0.53
C -0.709 -0.252 -0.608 2.47 1.37 -0.55 0.26
C -2.041 -1.299 0.478 -1.45 -0.40 2.03 -0.54
C -0.975 -1.041 1.354 -3.67 -2.12 3.27 -0.21
C 1.158 0.327 0.815 0.12 0.27 -1.31 -0.44
H 2.312 -0.015 -1.058 -1.16 0.33 -0.11 0.32
H 1.852 1.684 -0.744 0.68 -0.04 0.20 0.29
H -0.385 1.654 -1.309 -0.71 2.40 -0.07 0.31
H 0.056 0.328 -2.426 0.36 0.84 -0.04 0.29
H -3.066 -1.484 0.743 0.02 -0.97 0.41 0.37
H -0.852 -1.114 2.461 -0.42 -0.42 -1.23 0.34
H 1.994 -0.283 1.188 -0.68 0.25 0.52 0.29
H 1.043 1.319 1.319 -0.12 -1.15 0.23 0.27
N -1.867 -0.811 -0.785 1.48 0.63 1.39 -0.65
N -0.106 -0.414 0.654 2.13 2.67 -4.20 0.20
```
Forces are in eV/Å.

Its energy above the lowest of the compared OMol25 structures with the same formula, charge and spin is 106.1 kJ/mol. The highest occupied orbital energy comes out at -7.904 eV. The lowest unoccupied orbital energy is 0.886 eV.

A molecular structure, C45H74NO17Rb2S4, computed with the ωB97M-V functional and the def2-TZVPD basis.

Geometry as XYZ:
```
143
Properties=species:S:1:pos:R:3:forces:R:3:mulliken_charge:R:1
Rb -0.007 4.358 -2.054 -0.12 -0.18 -0.12 0.93
Rb -1.882 2.452 0.744 -0.15 -0.05 -0.89 0.86
C 0.848 -2.005 -0.786 -0.21 1.31 0.46 -0.66
C 0.294 -0.950 0.289 -0.23 0.14 0.50 2.14
C 0.898 -1.361 1.663 -1.31 -0.87 0.03 -0.51
C 2.250 -0.889 1.865 2.37 0.22 -0.18 -0.95
C 2.367 0.564 1.619 0.10 1.15 -0.02 -1.47
C 1.839 1.146 0.291 -0.84 -1.57 0.24 2.02
N 0.467 0.510 0.035 0.53 1.71 -0.72 0.85
O -0.206 1.099 -1.231 1.48 -1.24 1.95 -0.49
C 2.907 0.844 -0.803 -0.63 0.65 1.12 -0.88
C 1.705 2.643 0.565 -0.04 -0.14 -0.89 -1.31
C -1.211 -1.123 0.451 -0.26 -0.45 -1.28 0.31
H 0.591 -1.611 -1.769 0.11 -0.06 -0.17 -0.50
H 0.468 -3.022 -0.688 -0.49 0.15 0.25 0.29
H 1.928 -2.123 -0.694 0.11 0.29 -0.11 0.32
H 0.849 -2.447 1.743 0.02 -0.31 -0.31 0.64
H 0.315 -1.078 2.539 -0.57 0.70 -0.27 -0.72
H 2.978 -1.366 1.209 0.00 -0.47 -0.14 0.30
H 2.671 -0.971 2.866 -0.28 -0.76 0.20 0.17
H 3.431 0.783 1.712 0.11 0.48 -0.09 0.43
H 1.888 1.074 2.456 -0.27 0.25 0.05 -0.14
H 2.610 1.357 -1.718 -0.03 -0.63 -0.23 0.17
H 3.059 -0.235 -0.815 -0.20 0.01 -0.74 -0.17
H 3.869 1.253 -0.493 0.01 0.26 0.10 0.50
H 1.759 3.182 -0.381 0.20 0.20 0.06 -0.45
H 2.534 2.944 1.207 0.01 0.26 -0.11 0.46
H 0.765 2.933 1.034 0.16 -0.22 0.16 0.13
H -1.383 -2.166 0.720 -0.46 -0.08 -0.12 -0.05
H -1.644 -0.863 -0.515 -0.26 -0.48 -0.25 -0.12
H -1.766 -0.471 1.126 0.73 0.12 0.56 -1.44
C -2.830 8.307 -0.317 1.82 -1.79 -3.35 -0.47
C -3.237 8.650 0.907 -1.49 3.63 2.99 0.27
C -2.911 7.721 2.082 -4.40 1.32 4.55 0.54
O -3.513 7.792 3.223 0.98 1.51 -2.89 -0.67
C -2.167 6.609 1.959 2.89 -3.49 -3.78 -0.50
C -1.582 6.213 0.707 -0.30 2.29 0.71 0.28
C -1.920 7.181 -0.540 0.65 -1.50 0.95 0.38
O -1.382 6.905 -1.608 -0.46 0.39 0.08 -0.60
O -0.761 5.293 0.538 -0.47 -0.57 -0.52 -0.43
O -3.775 9.822 0.988 0.80 -2.61 0.77 -0.55
H -3.062 8.959 -1.147 -0.05 -0.02 -0.11 0.46
H -2.120 5.849 2.725 0.03 0.41 0.46 0.43
C 5.928 4.411 -2.631 -0.86 -1.01 0.19 -0.97
S 6.339 2.908 -3.709 2.37 0.67 1.78 0.44
O 7.810 2.650 -3.295 -2.56 -0.02 -0.80 -0.63
C 5.253 1.642 -2.964 0.57 0.45 -0.57 -0.58
H 6.750 5.104 -2.812 -0.34 -0.01 -0.06 0.34
H 5.786 4.213 -1.568 1.14 -0.78 0.21 0.32
H 4.915 4.798 -2.741 0.09 0.39 -1.33 0.35
H 5.315 0.735 -3.566 0.19 0.10 -0.16 0.18
H 4.264 2.072 -3.123 -0.16 -0.17 0.56 0.29
H 5.570 1.395 -1.951 -0.32 0.38 0.04 0.31
C -3.830 0.237 -2.773 -0.02 0.40 -1.43 -0.21
S -4.695 0.370 -4.447 -2.63 0.87 2.06 0.46
O -6.197 0.198 -4.025 2.90 0.14 -1.10 -0.67
C -4.519 2.211 -4.740 0.52 -0.25 0.52 -0.80
H -2.769 0.471 -2.852 0.07 0.23 -0.06 0.18
H -3.907 -0.807 -2.467 -0.42 0.15 0.08 -0.21
H -4.351 0.946 -2.130 -0.02 -0.29 0.15 0.33
H -5.146 2.546 -5.567 -0.07 -0.48 0.04 0.36
H -3.487 2.499 -4.939 0.20 -0.41 -0.25 0.25
H -4.780 2.779 -3.848 -0.40 -0.37 0.16 0.25
C -4.192 0.061 3.135 -0.61 -0.60 -0.37 -0.40
S -5.387 0.483 1.737 1.05 0.11 -0.25 0.32
O -4.742 1.566 0.871 -0.25 -1.11 0.82 -0.58
C -5.242 -1.063 0.712 0.65 0.80 0.55 -0.26
H -4.567 -0.778 3.722 -0.51 -0.19 -0.25 0.46
H -4.102 0.891 3.836 -0.15 0.17 -0.63 0.18
H -3.213 -0.259 2.779 -0.04 0.35 -0.29 -0.13
H -5.905 -0.983 -0.150 -0.13 0.09 0.26 0.46
H -5.406 -1.971 1.292 -0.26 0.21 0.01 0.43
H -4.215 -1.053 0.347 0.05 -0.08 -0.02 -0.46
C -2.255 2.025 5.816 -0.21 0.30 0.56 -1.44
S -1.259 1.718 4.301 -1.72 1.81 -0.38 0.96
O -2.292 2.167 3.244 1.55 -0.75 1.34 -0.83
C -0.052 3.095 4.339 0.54 0.14 0.72 -0.85
H -3.015 1.255 5.945 0.39 -0.52 -0.37 0.37
H -2.870 2.920 5.720 0.44 0.34 -0.57 0.45
H -1.736 2.108 6.771 0.53 -0.21 -0.26 0.45
H 0.870 2.850 3.812 -0.22 -0.47 -0.20 0.16
H 0.260 3.298 5.364 -0.13 -0.20 0.18 0.46
H -0.398 4.043 3.928 -0.68 -0.31 -0.11 0.13
C 6.187 -2.052 -2.065 1.18 -1.31 -0.48 -0.14
C 6.129 -3.450 -1.929 -0.85 1.15 0.56 -0.29
C 7.182 -4.269 -2.321 -2.48 -1.25 0.84 -0.49
C 8.280 -3.758 -2.838 2.52 2.10 -0.75 -0.39
C 8.385 -2.356 -2.996 0.65 -0.76 -0.68 -0.56
C 7.359 -1.521 -2.641 -1.17 0.03 0.34 -0.39
H 5.382 -1.391 -1.777 -0.15 -0.13 0.14 0.37
H 5.258 -3.864 -1.441 -0.15 -0.24 -0.11 0.37
H 7.162 -5.349 -2.298 -0.57 -0.13 0.50 0.34
H 9.069 -4.471 -3.028 0.41 0.43 -0.50 0.35
H 9.244 -1.942 -3.504 0.21 0.06 0.17 0.37
H 7.392 -0.457 -2.820 0.38 0.12 -0.02 0.44
O -4.068 -3.222 -1.166 0.18 0.25 -0.25 -0.60
C -3.285 -3.509 -2.036 -1.60 -0.04 0.41 0.41
O -2.019 -3.771 -1.750 0.96 0.16 0.89 -0.01
C -1.277 -4.230 -2.877 -0.07 0.49 0.42 -0.05
C -2.323 -4.403 -3.928 1.71 -1.26 -2.94 -0.67
C -3.586 -3.807 -3.499 -1.02 0.12 1.01 -0.11
H -0.806 -5.173 -2.600 0.23 0.26 0.00 0.38
H -0.563 -3.465 -3.182 0.28 -0.13 0.42 -0.18
H -2.336 -5.467 -4.165 -0.57 0.04 -0.19 0.27
H -1.995 -3.886 -4.829 0.16 -0.31 -0.20 0.33
H -4.411 -4.518 -3.527 -0.13 0.21 0.08 0.29
H -3.862 -2.949 -4.111 -0.12 0.18 0.43 0.07
O -2.811 -3.457 4.566 1.01 -0.76 -0.80 -0.61
C -2.647 -3.989 3.489 -1.93 1.27 -0.95 0.49
O -1.533 -4.497 2.972 1.75 0.31 1.14 -0.40
C -1.718 -5.107 1.685 2.40 -1.48 0.74 0.19
C -3.148 -5.247 1.568 -2.57 -0.37 -1.49 -0.39
C -3.702 -4.125 2.375 -0.41 -0.13 0.76 0.42
H -1.281 -6.103 1.764 0.27 -0.07 0.18 0.36
H -1.102 -4.655 0.907 -0.55 0.88 0.07 -0.29
H -3.520 -6.169 2.015 0.30 -0.28 -0.25 0.34
H -3.498 -5.163 0.540 -0.01 -0.30 -0.02 0.05
H -4.659 -4.431 2.799 -0.10 0.63 -0.02 0.60
H -3.768 -3.263 1.711 -0.05 0.41 0.56 -0.75
O 1.903 0.156 7.381 -1.85 -1.50 -0.89 -0.64
C 1.149 -0.679 6.877 2.49 1.02 0.24 0.53
O -0.126 -0.837 7.224 -0.57 -0.06 -0.47 -0.43
C -0.815 -1.887 6.432 1.08 0.04 0.73 -0.36
C 0.233 -2.365 5.402 -0.20 0.09 -0.19 0.63
C 1.560 -1.707 5.810 -0.86 -0.40 -0.12 -0.03
H -1.747 -1.473 6.046 0.30 0.03 -0.15 0.24
H -1.054 -2.660 7.162 -0.11 -0.02 -0.15 0.31
H -0.034 -2.043 4.396 -0.18 -0.13 0.09 -0.61
H 0.348 -3.448 5.392 -0.36 0.08 -0.03 0.42
H 2.056 -1.323 4.918 0.04 0.58 0.41 -0.22
H 2.235 -2.469 6.198 0.07 0.30 0.46 0.31
O -0.385 2.592 -4.535 0.66 -0.99 0.33 -0.69
C 0.268 1.567 -4.502 -0.88 -1.24 -0.23 0.41
O 1.591 1.542 -4.498 1.90 0.86 0.20 -0.39
C 2.135 0.215 -4.378 0.04 -1.36 0.00 0.54
C 1.082 -0.688 -5.031 -0.31 0.85 0.63 -0.75
C -0.167 0.076 -4.577 -0.99 0.55 -0.59 0.58
H 2.311 -0.033 -3.331 -0.57 0.18 0.21 -0.53
H 3.116 0.040 -4.818 -0.06 1.03 -0.53 0.41
H 1.121 -1.724 -4.693 0.04 0.11 0.07 0.35
H 1.175 -0.662 -6.117 0.06 -0.01 0.01 0.30
H -0.540 -0.248 -3.606 0.14 0.18 0.21 -0.68
H -0.988 0.032 -5.293 -0.12 -0.14 0.05 0.48
```
Forces are in eV/Å.

The highest occupied orbital energy (spin up / spin down) comes out at -7.099 / -7.099 eV. The lowest unoccupied orbital energy (spin up / spin down) is -0.306 / -2.248 eV. The spin multiplicity is 2.

In g/mol, the molar mass values for the records above are, in order, 98.125 108.144 1200.281.
In eV, the energy values for the records above are, in order, -8840.257 -9330.608 -128806.530.